1.
{"formula": "C4H12", "method": "the ωB97M-V functional and the def2-TZVPD basis", "species": ["C", "C", "H", "H", "H", "H", "H", "H", "C", "C", "H", "H", "H", "H", "H", "H"], "xyz": [[1.447, 0.046, -0.918], [2.532, -0.983, -1.219], [1.513, 0.407, 0.109], [1.548, 0.904, -1.584], [0.459, -0.388, -1.065], [2.371, -1.455, -2.190], [2.558, -1.777, -0.471], [3.532, -0.546, -1.231], [-2.201, 0.537, 0.341], [-1.804, 0.403, 1.805], [-3.224, 0.903, 0.230], [-1.545, 1.239, -0.175], [-2.130, -0.417, -0.184], [-1.900, 1.354, 2.331], [-0.755, 0.113, 1.887], [-2.400, -0.339, 2.334]], "atomic_forces_ev_per_a": [[0.196, -0.076, -0.075], [0.128, -0.144, 0.061], [-0.016, 0.018, -0.022], [-0.110, 0.020, 0.023], [-0.045, 0.063, 0.044], [0.011, 0.030, 0.008], [-0.111, -0.016, -0.017], [-0.059, 0.106, -0.014], [-0.063, 0.048, -0.046], [0.252, 0.093, -0.026], [0.022, -0.042, 0.017], [-0.018, 0.004, 0.002], [-0.014, -0.002, 0.032], [-0.091, -0.001, 0.000], [-0.029, -0.089, 0.031], [-0.053, -0.012, -0.019]], "smiles": "CC.CC", "homo_ev": -11.841, "orbital_gap_ev": 12.9892}

***

2.
{"formula": "C4H12", "method": "the ωB97M-V functional and the def2-TZVPD basis", "species": ["C", "C", "H", "H", "H", "H", "H", "H", "C", "C", "H", "H", "H", "H", "H", "H"], "xyz": [[-0.965, -1.709, 0.375], [-0.483, -2.959, 1.126], [-0.529, -0.772, 0.755], [-0.509, -1.700, -0.613], [-2.030, -1.589, 0.493], [-1.114, -3.105, 2.003], [0.544, -2.859, 1.480], [-0.487, -3.870, 0.531], [0.031, 2.072, -0.993], [1.405, 2.585, -0.505], [-0.572, 2.804, -1.529], [0.213, 1.341, -1.786], [-0.490, 1.639, -0.147], [2.157, 1.819, -0.362], [1.311, 3.167, 0.414], [1.734, 3.329, -1.235]], "atomic_forces_ev_per_a": [[1.526, 0.302, 0.452], [0.082, 0.383, 0.439], [-0.109, -0.380, 0.559], [-0.924, -0.201, -0.522], [-0.368, -0.077, -0.822], [0.103, -0.216, 0.046], [0.016, 0.135, 0.010], [-0.322, 0.056, -0.162], [1.016, -0.369, -0.268], [-0.862, 1.249, -0.450], [-0.012, 0.412, 0.595], [-0.128, -0.418, 0.343], [-0.440, -0.212, -0.227], [-0.021, -0.180, -0.088], [-0.051, -0.225, 0.141], [0.492, -0.260, -0.046]], "smiles": "CC.CC", "homo_ev": -11.493, "orbital_gap_ev": 12.6089}

***

3.
{"formula": "C4H12", "method": "the ωB97M-V functional and the def2-TZVPD basis", "species": ["C", "C", "H", "H", "H", "H", "H", "H", "C", "C", "H", "H", "H", "H", "H", "H"], "xyz": [[-1.698, -0.065, 1.565], [-2.357, -0.903, 0.470], [-0.822, -0.560, 1.974], [-1.619, 0.955, 1.244], [-2.374, -0.201, 2.400], [-3.416, -0.671, 0.373], [-1.937, -0.860, -0.547], [-2.209, -1.986, 0.587], [2.349, 0.037, -0.490], [1.764, 0.970, -1.528], [1.907, -0.954, -0.507], [3.439, -0.070, -0.499], [2.306, 0.533, 0.484], [2.427, 1.289, -2.332], [1.360, 1.892, -1.131], [0.881, 0.595, -2.062]], "atomic_forces_ev_per_a": [[-0.928, -1.732, -0.049], [0.543, -0.932, -1.160], [0.699, 0.505, -0.537], [0.427, 0.489, 0.314], [-0.332, 0.757, 0.372], [-0.036, -0.148, 0.054], [0.133, 0.907, 0.225], [-0.488, 0.158, 0.773], [0.802, 0.562, 0.719], [-0.699, 0.491, -1.208], [-0.065, 0.052, 0.302], [-0.024, -0.197, -0.890], [-0.828, -0.476, 0.220], [0.337, -0.204, 0.116], [0.209, 0.291, 0.539], [0.249, -0.523, 0.211]], "smiles": "CC.CC", "homo_ev": -11.482, "orbital_gap_ev": 12.6026}

***

4.
{"formula": "C4H12", "method": "the ωB97M-V functional and the def2-TZVPD basis", "species": ["C", "C", "H", "H", "H", "H", "H", "H", "C", "C", "H", "H", "H", "H", "H", "H"], "xyz": [[-1.223, 0.177, -1.658], [0.077, 0.611, -2.209], [-1.127, 0.081, -0.586], [-1.975, 0.909, -1.763], [-1.623, -0.715, -2.043], [0.728, 1.360, -1.760], [-0.034, 1.030, -3.266], [0.804, -0.293, -2.225], [0.238, -0.877, 2.343], [1.060, 0.019, 1.423], [0.741, -1.645, 2.900], [-0.447, -0.392, 3.180], [-0.737, -1.276, 1.992], [1.117, 0.944, 2.006], [1.949, -0.422, 1.126], [0.453, 0.489, 0.540]], "atomic_forces_ev_per_a": [[0.196, 1.074, 1.820], [2.630, -1.032, -2.821], [-0.124, -0.459, 0.416], [-0.935, 1.058, -0.352], [-0.135, -1.293, -0.699], [-0.781, 0.268, 0.856], [0.194, -0.937, 1.085], [-1.160, 1.296, -0.403], [-3.827, 0.388, 1.684], [-3.987, 2.554, 0.233], [0.529, -0.404, -0.158], [2.245, 0.355, -1.007], [1.054, -0.743, -1.237], [1.302, -0.079, -0.076], [1.675, -0.441, -0.581], [1.122, -1.605, 1.239]], "smiles": "CC.CC", "homo_ev": -10.611, "orbital_gap_ev": 11.7705}

***

5.
{"formula": "C4H12", "method": "the ωB97M-V functional and the def2-TZVPD basis", "species": ["C", "C", "H", "H", "H", "H", "H", "H", "C", "C", "H", "H", "H", "H", "H", "H"], "xyz": [[2.258, -0.147, -1.216], [1.654, -1.234, -0.394], [1.659, 0.530, -1.789], [2.733, 0.587, -0.588], [2.942, -0.394, -2.214], [2.346, -1.694, 0.443], [1.186, -1.986, -1.013], [0.687, -0.857, 0.132], [-2.084, 1.177, 1.366], [-1.781, 0.171, 0.255], [-1.083, 1.466, 1.788], [-2.699, 1.974, 1.199], [-2.558, 0.686, 2.249], [-2.716, 0.316, -0.374], [-1.050, 0.413, -0.492], [-1.729, -0.841, 0.593]], "atomic_forces_ev_per_a": [[1.493, -0.256, 0.214], [0.932, -0.435, -0.204], [-1.511, 0.213, -1.001], [0.977, -0.052, 0.266], [-1.191, -0.128, 2.071], [-1.474, 1.136, -1.370], [0.045, -0.553, -0.123], [0.562, 0.232, 0.109], [1.970, -3.289, 1.960], [-1.986, 1.144, 0.628], [-0.404, 0.371, -0.204], [-1.068, 2.420, -1.172], [0.368, -0.034, -0.666], [0.381, -0.494, -0.081], [0.799, 0.291, -0.542], [0.110, -0.566, 0.114]], "charge": 1, "homo_ev": [-16.408, -14.835], "orbital_gap_ev": [13.5015, 3.6155], "spin_multiplicity": 2}

***

6.
{"formula": "C4H12", "method": "the ωB97M-V functional and the def2-TZVPD basis", "species": ["C", "C", "H", "H", "H", "H", "H", "H", "C", "C", "H", "H", "H", "H", "H", "H"], "xyz": [[-0.227, -0.881, 2.322], [-0.568, 0.517, 2.554], [-0.462, -1.337, 1.299], [0.818, -1.197, 2.554], [-1.088, -1.332, 2.917], [-0.065, 0.879, 3.356], [-0.397, 1.111, 1.562], [-1.619, 0.943, 2.798], [1.046, -0.208, -2.744], [-0.094, 0.516, -2.094], [0.939, -1.287, -2.736], [0.964, 0.119, -3.772], [2.061, -0.161, -2.199], [0.034, 1.577, -1.862], [-0.840, 0.553, -2.869], [-0.502, 0.187, -1.088]], "atomic_forces_ev_per_a": [[1.203, -0.961, -2.768], [-2.079, 0.475, -0.758], [-0.093, 0.513, 1.138], [-1.114, 0.246, 0.524], [-0.110, -0.175, 0.220], [1.946, 1.201, 2.284], [-0.457, -0.621, 0.253], [0.714, -0.651, -0.959], [1.555, -0.398, 1.470], [-0.823, 0.503, 1.522], [-0.648, -0.348, -0.179], [1.159, -0.036, -0.261], [-1.291, 0.738, -1.194], [0.742, 0.202, -0.339], [-1.023, -0.203, 0.260], [0.321, -0.484, -1.213]], "charge": 1, "homo_ev": [-14.436, -14.167], "orbital_gap_ev": [10.9443, 2.9642], "spin_multiplicity": 2}